Entry 1:
124
Properties=species:S:1:pos:R:3 method="wB97M-V/def2-TZVPD" charge=0 orbital_gap_ev="6.617 / 6.622" spin_multiplicity=9
Fe -1.59 2.33 0.94
Fe 0.68 -0.32 -1.37
O -1.02 -2.72 2.45
O 0.30 -1.80 -2.94
N 3.58 0.67 3.59
N -0.76 -2.64 -2.41
N -3.68 2.39 0.92
N 2.29 0.76 -2.35
C -4.24 -0.08 0.50
C 2.28 2.16 -1.92
C 1.18 1.34 -4.64
C -3.21 -3.11 -2.41
C 0.82 -4.22 -1.15
C -4.29 2.16 2.26
C 1.82 1.94 4.63
C -3.87 4.07 -1.11
C 3.56 0.10 -1.91
C 4.42 0.89 4.81
C 5.19 1.41 1.82
C 2.32 0.68 -3.86
C -4.07 3.29 3.34
C -1.51 -4.88 -1.58
C -2.59 -0.88 -2.91
C -2.09 -2.34 -3.13
C 0.29 -4.80 -3.46
C -0.29 -4.08 -2.16
C 2.70 1.87 3.45
C -4.18 3.76 0.47
C -4.27 1.38 0.02
C 3.99 -1.20 -2.73
C 2.69 2.53 -0.51
C 4.25 0.30 2.35
C 5.45 -0.26 5.03
C -0.62 -4.01 2.98
C -2.13 -2.73 -4.65
C -2.91 -4.63 -2.27
B 1.17 -1.12 0.49
B -1.05 0.77 2.32
B -0.93 1.23 -0.88
B -0.66 4.19 1.23
Li 0.26 -1.03 2.40
H -5.36 1.97 2.18
H 1.71 -3.67 -1.45
H -4.50 3.42 -1.71
H 5.62 1.14 0.86
H -0.56 -5.02 -4.11
H 0.73 -5.78 -3.28
H -4.05 5.14 -1.22
H -1.60 -4.87 -0.49
H 3.79 0.67 5.67
H -5.27 3.75 0.50
H -0.49 1.05 -1.84
H 0.10 -1.18 0.39
H 1.57 0.97 5.05
H 6.24 -0.17 4.28
H -1.97 -2.81 2.32
H 1.53 -0.10 0.55
H -2.75 -5.09 -3.24
H -0.22 5.14 1.45
H -3.51 -2.79 -1.41
H -3.78 4.57 1.08
H 1.07 2.42 -4.51
H 5.91 1.68 2.60
H 4.89 -1.19 5.00
H -2.81 3.95 -1.35
H -0.18 1.31 1.97
H -0.20 3.70 0.38
H -3.66 -5.24 -1.76
H -3.24 -0.41 0.78
H -1.94 -0.08 -3.26
H 4.50 -0.81 -3.61
H -1.28 -2.34 -5.22
H 4.36 0.83 -1.91
H 0.21 0.86 -4.48
H 1.45 -1.62 -0.42
H -2.90 -2.10 -5.11
H 0.46 -3.93 -0.16
H 2.82 2.77 -2.65
H 3.22 -1.89 -3.08
H -2.97 -0.58 -1.93
H -4.16 -2.98 -2.93
H -0.58 3.54 2.09
H -1.19 0.32 -0.35
H 1.15 -5.24 -1.01
H -1.35 -5.91 -1.87
H -0.75 0.27 3.22
H -3.68 1.37 -0.90
H 4.71 -1.73 -2.10
H -0.49 -4.06 4.06
H -4.66 3.18 4.25
H -4.31 4.28 2.94
H -3.47 -0.66 -3.52
H 3.42 -0.01 1.71
H -2.37 -3.75 -4.95
H -1.27 -4.78 2.56
H 2.47 3.57 -0.29
H 1.26 2.49 -2.13
H -1.36 -0.03 1.67
H 1.08 -4.29 -4.00
H -4.92 -0.15 1.34
H -3.95 1.24 2.74
H -5.32 1.59 -0.16
H 1.51 -1.72 1.33
H 4.86 1.87 5.04
H 2.02 1.64 2.63
H 3.24 1.09 -4.28
H 3.78 2.49 -0.41
H 0.89 2.46 4.39
H 4.58 2.29 1.62
H 2.28 -0.35 -4.20
H -1.72 4.34 1.08
H -1.89 1.42 2.49
H 2.26 1.85 0.23
H 3.26 2.80 3.34
H -1.80 1.84 -1.04
H 3.48 -0.16 -0.86
H -0.29 1.80 -0.22
H 1.36 1.20 -5.70
H 4.78 -0.65 2.44
H 5.97 -0.24 5.98
H 0.26 -4.42 2.49
H 2.31 2.53 5.40
H -3.03 3.42 3.63
H -4.62 -0.77 -0.24

***

Entry 2:
80
Properties=species:S:1:pos:R:3 method="wB97M-V/def2-TZVPD" charge=-1 orbital_gap_ev="1.627 / 8.519" spin_multiplicity=2
Cl 5.48 -19.94 19.70
Cl 0.82 -24.21 23.20
Cl 2.31 -17.96 26.11
Cl 7.86 -22.78 18.32
Cl -0.94 -23.50 25.55
Cl 3.33 -20.07 17.84
Cl 5.21 -23.37 19.19
Cl 0.71 -20.43 26.69
F 4.35 -23.70 26.38
O 8.03 -26.08 28.93
O 5.51 -16.92 21.66
O 3.32 -19.67 31.83
O 4.59 -27.47 22.82
N 6.65 -27.35 30.11
N 5.09 -26.51 20.86
N 5.39 -15.13 22.99
N 2.44 -20.39 29.93
C 4.42 -23.13 25.17
C 0.71 -23.36 24.77
C 1.03 -20.27 31.95
C 6.87 -26.47 29.16
C 5.79 -25.89 28.29
C 4.23 -26.87 21.80
C 6.51 -26.88 20.89
C 4.34 -21.81 22.76
C 1.14 -19.16 25.46
C 4.07 -21.09 23.93
C 6.37 -23.59 17.82
C 4.58 -23.20 22.78
C 5.96 -17.29 23.98
C 4.62 -23.87 24.00
C 3.64 -20.15 29.07
C 5.30 -27.78 30.56
C 5.08 -19.81 17.96
C 5.64 -16.39 22.76
C 2.36 -20.08 31.22
C 4.94 -14.18 22.08
C 4.20 -21.76 25.16
C 2.77 -26.52 21.59
H 5.24 -26.73 27.88
H 4.26 -21.33 21.80
H 1.14 -20.26 33.03
H 5.17 -18.02 24.09
H 6.71 -27.53 20.05
H 0.92 -22.34 24.42
H 5.41 -28.69 31.15
H 0.66 -21.22 31.57
H 5.56 -14.80 23.93
H 3.99 -21.29 26.11
H 1.52 -23.64 25.44
H 5.66 -13.38 21.90
H 7.18 -26.03 20.76
H 1.63 -19.58 24.58
H 1.65 -20.78 29.44
H 6.61 -24.64 17.70
H 3.74 -21.07 28.50
H 0.21 -18.69 25.14
H 3.53 -19.30 28.39
H 5.20 -25.19 28.88
H 6.90 -17.80 23.75
H 5.94 -23.04 16.98
H 5.27 -18.77 17.68
H 4.58 -23.75 21.86
H 4.60 -14.53 21.10
H 5.64 -20.53 17.36
H 2.23 -26.96 20.75
H 7.51 -27.55 30.60
H 4.57 -19.96 29.61
H 4.68 -27.97 29.69
H 4.76 -27.02 31.13
H 0.32 -19.52 31.59
H 2.25 -26.87 22.48
H 6.86 -27.35 21.81
H 2.56 -25.45 21.53
H 3.88 -20.02 23.86
H 4.05 -13.72 22.50
H 4.61 -24.94 24.03
H 5.91 -16.75 24.93
H 4.79 -26.02 20.03
H 6.26 -25.38 27.45

***

Entry 3:
33
Properties=species:S:1:pos:R:3 method="wB97M-V/def2-TZVPD" charge=-1 orbital_gap_ev=6.694
Al 1.81 1.94 -1.50
O 3.55 -0.54 -1.15
O -3.16 -0.81 0.61
N -0.77 0.78 -1.02
C -3.35 -2.37 2.38
C 2.89 0.31 -2.13
C 4.14 0.19 -0.11
C -3.59 -2.05 0.04
C 2.93 3.45 -0.71
C -3.23 -3.13 1.06
C 0.34 1.36 -0.21
C -2.81 -1.00 1.98
H -2.20 -3.46 0.91
H -4.67 -2.01 -0.12
H 3.76 3.77 -1.36
H 0.72 0.57 0.43
H -4.40 -2.29 2.67
H -1.49 0.39 -0.42
H 3.33 3.14 0.26
H -3.25 -0.18 2.56
H -1.17 1.51 -1.60
H 4.79 -0.50 0.45
H 4.77 1.00 -0.49
H 3.61 0.58 -2.91
H -2.79 -2.81 3.20
H 1.06 2.52 -2.83
H -0.01 2.19 0.42
H -3.88 -4.00 0.99
H -1.73 -0.95 2.08
H 3.39 0.60 0.58
H -3.09 -2.19 -0.92
H 2.17 -0.35 -2.63
H 2.31 4.33 -0.53

***

Entry 4:
21
Properties=species:S:1:pos:R:3 method="wB97M-V/def2-TZVPD" charge=0 orbital_gap_ev="8.511 / 8.764" relative_energy_kj_mol=601.8
O 1.76 2.50 0.01
O -2.13 -0.14 -0.06
O -0.06 -0.64 -1.45
O -0.70 1.48 1.28
O 0.28 0.70 -0.01
C 2.25 0.56 1.40
C -1.48 -1.19 -0.46
C 1.64 1.11 0.11
C -2.21 -2.08 -1.41
H 3.29 0.86 1.47
H -1.57 -2.89 -1.77
H -0.88 -1.69 0.31
H -0.97 2.28 0.81
H -3.07 -2.52 -0.89
H -2.58 -1.50 -2.26
H 1.69 0.94 2.25
H 2.19 -0.53 1.40
H 1.40 2.88 0.83
H -1.55 0.53 0.61
H 0.59 -1.36 -1.39
H 2.11 0.69 -0.78

***

Entry 5:
137
Properties=species:S:1:pos:R:3 method="wB97M-V/def2-TZVPD" charge=-1 orbital_gap_ev="5.662 / 5.147" relative_energy_kj_mol=0.0 spin_multiplicity=3
P 2.53 4.63 -5.59
O 3.27 5.16 -4.11
O -5.63 -3.59 0.68
O 1.07 5.46 -5.13
O -0.23 -4.78 4.49
N -4.62 -3.73 1.48
N 1.97 3.15 -4.71
N 0.39 -4.48 5.59
C -2.71 -5.73 0.54
C 0.93 5.56 -3.74
C 0.81 -2.32 4.43
C -2.29 -2.89 1.83
C 0.87 -5.75 6.22
C -3.37 -3.28 0.80
C 4.05 3.61 -6.12
C 1.11 -5.56 7.73
C 2.53 6.25 -0.68
C 2.35 5.44 -3.10
C 2.81 6.56 -2.17
C 1.40 -3.40 5.33
C -0.45 4.17 0.74
C -3.86 -5.13 3.41
C -2.29 7.43 -2.62
C -4.64 -5.09 2.08
C 1.71 -2.69 -4.45
C -1.93 6.24 -4.81
C -2.81 -4.36 -0.13
C -3.62 -2.01 -0.01
C 0.09 -2.16 -2.52
C 0.97 0.94 -0.52
C 2.67 -3.96 4.68
C 3.23 -5.19 5.41
C 1.59 7.24 0.04
C 1.05 -1.27 -1.74
C -0.20 -6.83 6.13
C -4.07 -6.13 1.12
C 2.15 -6.26 5.54
C 0.50 1.21 -4.55
C 4.05 2.75 -7.17
C 0.41 1.73 0.66
C -0.32 5.47 -0.07
C -1.45 6.38 -3.35
C 0.29 -0.43 -0.69
C 0.83 -3.25 -3.31
C 1.77 -2.67 6.63
C 0.76 3.23 0.54
C 0.36 6.60 0.72
C -6.06 -5.50 2.45
C 0.04 6.73 -3.34
C 0.95 2.40 -5.41
H 1.71 -1.95 -1.19
H 0.21 7.59 -4.00
H 1.49 -3.74 -2.59
H -1.54 -2.25 1.36
H -1.34 3.61 0.45
H -0.56 4.42 1.80
H -4.77 -6.29 0.29
H -6.04 -6.44 2.99
H -3.13 6.93 -2.13
H 2.46 -4.23 3.65
H -0.67 1.59 0.68
H 2.68 -3.17 -4.43
H 2.51 -3.19 7.24
H 2.38 7.52 -2.45
H 0.88 -2.49 7.24
H 3.88 6.67 -2.31
H 0.12 -7.70 6.69
H 1.53 -1.51 4.33
H 1.11 3.40 -0.48
H -0.03 0.47 -5.15
H -0.73 -0.28 -1.03
H 1.31 2.02 -6.39
H 1.42 -6.51 8.17
H 0.20 -5.23 8.22
H 1.90 -4.85 7.97
H -2.68 -1.65 -0.42
H -1.14 -6.48 6.55
H -3.98 -7.09 1.63
H 0.13 3.09 -5.59
H 2.18 7.71 0.84
H 0.63 6.29 1.73
H 2.30 4.51 -2.51
H -3.45 -4.44 -1.01
H 4.07 -5.59 4.85
H 3.02 5.82 -6.27
H 3.50 6.30 -0.19
H -2.72 -2.32 2.65
H 0.28 7.06 -2.32
H -4.29 -2.18 -0.85
H -0.12 1.57 -3.73
H -1.82 -4.05 -0.48
H -1.73 7.94 -1.83
H -2.40 -6.47 -0.20
H -0.11 -1.91 4.84
H 0.35 4.66 -3.45
H 1.90 -1.62 -4.32
H -2.80 -4.91 3.32
H 0.16 5.26 -1.02
H 0.81 1.49 -1.45
H -1.74 -3.73 2.24
H -1.45 6.97 -5.45
H -3.01 6.38 -4.84
H 2.75 2.55 -4.49
H -6.53 -4.75 3.10
H 1.22 -2.82 -5.41
H -1.70 5.24 -5.17
H 0.89 1.34 1.56
H 2.19 5.23 -0.59
H 2.05 0.81 -0.42
H -1.35 5.77 -0.30
H 1.39 0.76 -4.11
H -4.05 -1.23 0.61
H -0.38 7.40 0.85
H 3.61 -4.91 6.39
H 4.97 3.68 -5.53
H 3.43 -3.18 4.65
H 1.31 8.07 -0.61
H 0.60 -2.67 3.42
H -1.60 5.41 -2.88
H -0.38 -7.14 5.10
H -1.95 -5.73 1.32
H 3.57 2.98 -8.11
H 1.56 3.49 1.23
H 0.36 -0.93 0.28
H 0.14 -3.98 -3.71
H -3.93 -6.13 3.84
H -0.50 -2.69 -1.77
H -0.55 -1.58 -3.19
H 1.91 -6.64 4.55
H 4.55 1.78 -7.10
H 1.65 -0.63 -2.38
H -2.73 8.15 -3.31
H -4.29 -4.42 4.13
H 1.91 4.28 -6.84
H -6.70 -5.63 1.57
H 2.21 -1.70 6.40
H 2.54 -7.11 6.11

***

Entry 6:
21
Properties=species:S:1:pos:R:3 method="wB97M-V/def2-TZVPD" charge=+1 orbital_gap_ev="6.498 / 6.502" relative_energy_kj_mol=555.4
O 4.43 1.38 -0.18
N 2.31 -1.36 0.24
N 2.19 0.74 -0.23
C 3.75 -0.93 0.24
C -2.30 0.52 -0.41
C -1.69 -0.51 0.43
C 3.58 0.53 -0.06
C -2.55 -0.97 -0.59
C -3.34 1.44 0.10
C 1.47 -0.39 -0.01
H -1.57 -0.60 1.46
H -2.12 -1.34 -1.43
H -1.73 0.79 -1.31
H -3.41 -1.25 -0.10
H 1.83 -2.23 0.50
H -4.26 1.19 -0.31
H -3.36 2.51 -0.07
H 4.12 -1.57 -0.62
H 4.35 -0.94 1.25
H 1.86 1.71 -0.16
H -3.55 1.28 1.25

***

Entry 7:
81
Properties=species:S:1:pos:R:3 method="wB97M-V/def2-TZVPD" charge=+1 orbital_gap_ev="8.124 / 5.449" spin_multiplicity=3
Au -0.89 -0.43 -0.77
I -3.82 -0.42 -0.50
P 1.84 -0.15 -0.36
P -1.01 1.97 -0.54
N 0.02 0.40 1.55
C -1.30 1.25 3.46
C -3.68 -5.28 -0.46
C 0.09 4.40 0.53
C -3.67 -2.54 -0.55
C -2.45 -4.60 -0.53
C 1.05 -2.59 3.46
C 0.63 -0.71 2.01
C 2.15 -2.96 2.69
C -0.01 -3.29 -0.70
C 1.16 3.48 -1.55
C 4.66 0.19 0.05
C -2.29 2.73 -1.65
C -1.68 1.95 1.15
C -1.14 -2.51 -0.69
C -2.81 2.64 1.57
C -1.24 -5.34 -0.56
C 2.47 -2.24 1.54
C 3.14 1.52 1.52
C 1.70 -1.16 1.16
C -2.40 -3.17 -0.59
C -4.87 -4.61 -0.44
C 2.70 -0.06 -2.96
C -3.18 2.65 2.91
C 3.32 0.93 0.12
C -0.05 -4.70 -0.63
C 0.41 3.14 -0.27
C -4.86 -3.20 -0.48
C -2.43 4.25 -1.64
C -2.39 2.00 3.85
C -2.00 2.24 -3.08
C 3.37 -2.24 -1.86
C 2.34 -1.11 -1.90
C -0.96 1.15 2.09
C 0.29 -1.49 3.13
H 3.31 0.76 2.28
H 1.98 0.76 -2.96
H -1.55 4.73 -2.05
H -1.96 1.15 -3.12
H -2.79 2.58 -3.75
H -2.63 4.64 -0.64
H 4.96 -0.03 -0.97
H -0.67 0.78 4.20
H 1.06 2.50 0.34
H -3.23 2.28 -1.32
H 2.15 1.94 1.68
H -5.81 -5.13 -0.39
H 0.56 4.11 -2.21
H 3.70 0.35 -2.80
H 2.07 4.03 -1.30
H -3.67 -6.36 -0.41
H 3.29 -2.58 0.92
H 1.03 4.86 0.84
H 4.63 -0.74 0.62
H -1.30 -6.42 -0.53
H -4.05 3.20 3.23
H 2.69 -0.52 -3.95
H -3.42 3.18 0.85
H 0.88 -5.26 -0.66
H -0.58 -1.25 3.73
H 3.16 -2.96 -1.07
H -3.28 4.52 -2.28
H 1.45 2.58 -2.10
H 1.38 -1.54 -2.20
H 0.78 -3.18 4.33
H -5.79 -2.65 -0.46
H 0.96 -2.83 -0.77
H -0.48 4.19 1.43
H -2.63 2.08 4.90
H 3.87 2.31 1.67
H 2.73 -3.83 2.96
H -1.05 2.63 -3.44
H 5.42 0.82 0.50
H 4.38 -1.87 -1.74
H 3.32 -2.77 -2.81
H 3.32 1.74 -0.61
H -0.46 5.12 -0.07